# 1
10
Properties=species:S:1:pos:R:3 method="wB97M-V/def2-TZVPD" e_above_lowest_kcal_mol=5.5 smiles="O=[N+]([O-])[C@]([O-])(Br)S(=O)(=O)Cl" gap_ha=0.3294 charge=-1 total_energy_ev=-106162.99005
Br 2.358 0.214 0.280
Cl -0.571 1.770 1.664
S -0.524 1.095 -0.231
O -0.443 -2.354 0.044
O -1.819 0.530 -0.381
O 0.172 -1.012 1.560
O 0.438 -0.668 -1.733
O -0.308 2.207 -1.084
N 0.068 -1.348 0.424
C 0.628 -0.434 -0.543

# 2
5
Properties=species:S:1:pos:R:3 method="wB97M-V/def2-TZVPD" e_above_lowest_kcal_mol=0.6 smiles=FC(F)(Br)I gap_ha=0.3530 charge=0 total_energy_ev=-84614.37611
I -2.014 0.020 0.007
Br 1.025 -1.741 0.091
F 0.405 0.771 -1.098
F 0.507 0.813 1.020
C 0.077 0.136 -0.019

# 3
5
Properties=species:S:1:pos:R:3 method="wB97M-V/def2-TZVPD" e_above_lowest_kcal_mol=60.0 gap_ha="0.3438 / 0.1919" charge=0 total_energy_ev=-84611.79901
I -1.025 -1.602 0.064
Br 2.729 -0.993 0.092
F -0.306 1.008 1.000
F -0.952 1.171 -1.027
C -0.446 0.416 -0.129

# 4
7
Properties=species:S:1:pos:R:3 method="wB97M-V/def2-TZVPD" e_above_lowest_kcal_mol=74.2 smiles="[O-][N+](OBr)=C(F)F" gap_ha=0.3276 charge=0 total_energy_ev=-82092.83205
Br -1.648 -0.766 -2.096
F 1.685 0.706 0.819
F 0.064 -0.152 2.126
O 0.748 0.162 -1.250
O -1.381 -0.284 -0.366
N 0.059 0.109 -0.197
C 0.472 0.226 0.963

# 5
8
Properties=species:S:1:pos:R:3 method="wB97M-V/def2-TZVPD" multiplicity=2 gap_ha="0.2612 / 0.2557" charge=0 total_energy_ev=-42556.51334
Ca -2.723 0.877 -0.393
S 0.562 0.918 -0.662
F 1.610 -1.507 -0.379
F 2.828 0.068 0.412
F 0.995 -0.475 1.438
O -0.778 0.980 0.241
O -4.037 -0.548 -0.885
C 1.542 -0.314 0.228

# 6
6
Properties=species:S:1:pos:R:3 method="wB97M-V/def2-TZVPD" e_above_lowest_kcal_mol=2.1 gap_ha=0.3438 charge=0 total_energy_ev=-32333.59782
Cl -1.097 -0.401 -1.693
Cl 0.871 1.339 -0.596
F -1.258 0.476 0.694
O 0.985 -0.809 1.460
N 0.769 -0.756 0.323
C -0.270 0.151 -0.187

# 7
7
Properties=species:S:1:pos:R:3 method="wB97M-V/def2-TZVPD" e_above_lowest_kcal_mol=74.2 gap_ha="0.2188 / 0.3194" charge=0 total_energy_ev=-34377.49779
Cl 2.669 0.052 -0.380
Cl -0.445 -2.232 -0.278
F 0.169 -0.746 1.769
O 0.097 1.467 0.154
O -0.540 0.279 -1.554
N -0.133 0.511 -0.450
C -0.062 -0.808 0.459

# 8
7
Properties=species:S:1:pos:R:3 method="wB97M-V/def2-TZVPD" e_above_lowest_kcal_mol=0.5 gap_ha=0.2909 charge=-1 total_energy_ev=-42503.14477
Cl 3.098 0.074 -0.671
Cl 1.458 0.176 1.729
S -1.385 -0.505 -0.083
O -1.626 -1.303 -1.269
O -2.309 0.619 -0.074
N 0.376 0.170 -0.709
C 1.447 0.081 -0.139

# 9
5
Properties=species:S:1:pos:R:3 method="wB97M-V/def2-TZVPD" e_above_lowest_kcal_mol=0.0 smiles=N#CP(Cl)Cl gap_ha=0.3657 charge=0 total_energy_ev=-36861.01053
Cl 0.178 0.675 -2.044
Cl -1.938 -1.016 -0.333
P -0.619 0.689 -0.095
N 1.662 -0.306 1.564
C 0.716 -0.042 0.908

# 10
16
Properties=species:S:1:pos:R:3 method="wB97M-V/def2-TZVPD" e_above_lowest_kcal_mol=0.0 gap_ha=0.1472 charge=-2 total_energy_ev=-57426.85452
Cl -1.797 -1.568 -1.973
Cl 1.255 3.565 -0.285
Na 0.516 0.160 0.379
Na -1.839 -1.267 1.543
O 0.902 -0.936 2.446
O 0.115 4.199 0.366
O 1.768 -2.897 3.105
O -1.454 -2.947 -2.152
O -0.576 -0.788 -2.031
O 0.714 2.607 -1.232
O 0.409 -2.806 1.319
O 2.097 4.584 -0.846
O -2.726 -1.018 -2.947
O 2.035 2.801 0.677
O -2.454 -1.444 -0.687
C 1.035 -2.244 2.319

# 11
7
Properties=species:S:1:pos:R:3 method="wB97M-V/def2-TZVPD" e_above_lowest_kcal_mol=2.7 gap_ha=0.3551 charge=-1 total_energy_ev=-41518.20818
Cl -3.102 -0.647 0.000
Cl -1.428 1.956 -0.195
P -1.111 -0.056 -0.022
O -0.628 -0.395 1.329
O 1.986 -0.217 -0.041
O -0.542 -0.561 -1.285
C 1.294 0.669 0.088

# 12
6
Properties=species:S:1:pos:R:3 method="wB97M-V/def2-TZVPD" e_above_lowest_kcal_mol=80.5 gap_ha="0.2658 / 0.1776" charge=0 total_energy_ev=-47970.65485
Cl 0.074 3.630 1.142
Cl -1.942 0.819 -1.911
Cl 1.123 1.789 -0.538
Si -0.245 0.503 -1.020
N 0.507 -1.855 0.672
C 0.265 -1.076 -0.144

# 13
8
Properties=species:S:1:pos:R:3 method="wB97M-V/def2-TZVPD" e_above_lowest_kcal_mol=4.9 smiles="O=P(Cl)(Cl)N=C(Cl)Cl" gap_ha=0.3799 charge=0 total_energy_ev=-63954.90374
Cl 2.607 1.145 -1.096
Cl 2.075 0.009 1.443
Cl -1.816 -1.307 -1.631
Cl -2.298 1.051 0.750
P -1.164 -0.433 0.048
O -1.015 -1.500 1.042
N 0.205 0.434 -0.438
C 1.407 0.601 -0.118

# 14
7
Properties=species:S:1:pos:R:3 method="wB97M-V/def2-TZVPD" e_above_lowest_kcal_mol=64.5 gap_ha="0.2973 / 0.2973" charge=0 total_energy_ev=-25799.47941
Cl 2.355 -0.449 1.203
F -0.474 0.993 0.663
F -2.033 0.592 -0.918
F -1.349 -0.928 0.480
O 1.683 0.174 -0.256
O 0.897 -0.536 -1.032
C -1.080 0.153 -0.139

# 15
8
Properties=species:S:1:pos:R:3 method="wB97M-V/def2-TZVPD" e_above_lowest_kcal_mol=15.1 smiles="O=S(=O)(Cl)C(F)(F)F" gap_ha=0.4209 charge=0 total_energy_ev=-36640.65460
Cl 1.513 1.209 1.297
S -0.274 0.477 0.782
F 1.376 -0.407 -1.129
F -0.628 0.043 -1.788
F -0.244 -1.731 -0.619
O -0.678 -0.656 1.773
O -1.158 1.544 0.500
C 0.094 -0.479 -0.816

# 16
7
Properties=species:S:1:pos:R:3 method="wB97M-V/def2-TZVPD" e_above_lowest_kcal_mol=34.9 gap_ha=0.3613 charge=0 total_energy_ev=-34591.83399
Cl 1.334 0.734 1.274
S -1.206 -0.402 0.267
F -1.781 1.007 -1.089
F 0.987 0.582 -1.374
F 1.170 -1.303 -0.459
O -1.253 0.259 1.491
C 0.714 0.010 -0.202

# 17
10
Properties=species:S:1:pos:R:3 method="wB97M-V/def2-TZVPD" e_above_lowest_kcal_mol=71.2 gap_ha=0.3097 charge=0 total_energy_ev=-40844.65493
Cl 3.619 0.638 -0.841
S 0.891 -0.570 0.420
F -1.714 -0.151 -0.855
F 0.566 -0.892 -1.214
F -2.166 1.186 0.842
F -0.436 1.487 -0.311
O 2.066 0.582 0.115
O 1.560 -1.716 1.001
N -0.545 -0.408 1.016
C -1.188 0.496 0.218

# 18
7
Properties=species:S:1:pos:R:3 method="wB97M-V/def2-TZVPD" e_above_lowest_kcal_mol=17.0 smiles="N#CO/[N+]([O-])=N/Cl" gap_ha=0.4006 charge=0 total_energy_ev=-22118.03020
Cl -1.926 -0.736 -1.416
O 0.930 -1.133 -1.305
O 1.151 0.047 0.499
N -0.836 -0.147 -0.300
N -0.075 1.648 1.817
N 0.341 -0.506 -0.488
C 0.415 0.826 1.194

# 19
7
Properties=species:S:1:pos:R:3 method="wB97M-V/def2-TZVPD" e_above_lowest_kcal_mol=8.0 gap_ha=0.3621 charge=-1 total_energy_ev=-32586.47944
Cl 0.209 0.941 -0.516
S 0.936 -1.015 -0.138
O -0.256 -1.866 -0.168
O 1.625 -0.826 1.160
O 1.706 -1.116 -1.308
O -2.360 1.522 0.777
C -1.860 2.360 0.193

# 20
5
Properties=species:S:1:pos:R:3 method="wB97M-V/def2-TZVPD" multiplicity=6 gap_ha="0.2355 / 0.3510" charge=0 total_energy_ev=-37606.90422
Cr -0.481 1.834 -0.505
F -0.695 0.850 1.166
F -0.379 -1.421 0.305
F 1.185 -0.784 -0.846
C 0.055 -0.381 -0.340

# 21
9
Properties=species:S:1:pos:R:3 method="wB97M-V/def2-TZVPD" multiplicity=7 gap_ha="0.1904 / 0.2595" charge=0 total_energy_ev=-51713.42539
Eu -0.802 -1.443 -0.627
S 1.544 1.322 -1.850
S 1.905 -1.473 -1.300
O -2.950 -0.955 0.093
O -3.653 1.137 0.562
O 0.723 1.836 -2.989
O -1.468 0.692 -0.356
N 2.094 -0.083 -2.279
C -2.828 0.331 0.153

# 22
6
Properties=species:S:1:pos:R:3 method="wB97M-V/def2-TZVPD" e_above_lowest_kcal_mol=69.7 gap_ha="0.3785 / 0.2299" charge=0 total_energy_ev=-21398.40674
S -0.517 -1.467 -0.064
F -1.229 -1.289 1.448
F 2.029 1.822 0.494
O 0.310 0.784 -0.526
O -1.682 -1.571 -0.855
C 1.089 1.722 -0.497

# 23
7
Properties=species:S:1:pos:R:3 method="wB97M-V/def2-TZVPD" e_above_lowest_kcal_mol=4.3 smiles="O=C([O-])OP(F)F" gap_ha=0.3607 charge=-1 total_energy_ev=-21908.32035
P 1.312 -0.190 -0.519
F 2.331 1.073 -0.175
F 2.064 -0.938 0.717
O -2.277 0.267 0.941
O 0.025 0.251 0.191
O -1.783 -0.437 -1.127
C -1.671 -0.026 -0.028

# 24
7
Properties=species:S:1:pos:R:3 method="wB97M-V/def2-TZVPD" e_above_lowest_kcal_mol=2.1 gap_ha=0.4583 charge=0 total_energy_ev=-23449.90075
S -1.298 -0.942 -1.004
F -0.823 0.594 -1.487
F 0.168 -1.659 -1.347
O 1.366 1.784 1.924
O 0.920 0.162 0.374
O -1.473 -0.914 0.395
C 1.140 0.975 1.146

# 25
5
Properties=species:S:1:pos:R:3 method="wB97M-V/def2-TZVPD" e_above_lowest_kcal_mol=100.6 smiles="O=S(F)#CF" gap_ha=0.3432 charge=0 total_energy_ev=-19349.32740
S 0.886 0.466 -0.016
F 0.683 -0.415 -1.426
F -1.166 -0.596 -0.016
O 0.573 -0.183 1.302
C -0.975 0.728 0.156

# 26
5
Properties=species:S:1:pos:R:3 method="wB97M-V/def2-TZVPD" e_above_lowest_kcal_mol=73.8 gap_ha="0.3008 / 0.2513" charge=0 total_energy_ev=-19350.49144
S -0.780 -0.585 1.178
F 0.233 0.753 -1.421
F 1.955 0.515 -0.035
O -2.089 -0.880 0.596
C 0.681 0.197 -0.318

# 27
7
Properties=species:S:1:pos:R:3 method="wB97M-V/def2-TZVPD" e_above_lowest_kcal_mol=36.8 gap_ha="0.3204 / 0.2379" charge=0 total_energy_ev=-30170.44301
I -3.787 0.280 0.707
S 0.271 1.341 -0.549
F 0.230 -0.719 1.300
F 0.935 -1.318 -0.750
F 2.130 -0.218 0.698
O -0.672 1.055 -1.591
C 0.892 -0.421 0.186

# 28
7
Properties=species:S:1:pos:R:3 method="wB97M-V/def2-TZVPD" e_above_lowest_kcal_mol=107.6 gap_ha="0.2667 / 0.2757" charge=0 total_energy_ev=-30167.37113
I -2.594 0.116 -0.073
S -0.622 -0.470 -1.225
F 0.303 0.304 1.085
F 1.920 -0.101 -0.183
F 0.872 1.681 -0.488
O -0.610 -1.930 1.045
C 0.732 0.402 -0.161

# 29
11
Properties=species:S:1:pos:R:3 method="wB97M-V/def2-TZVPD" e_above_lowest_kcal_mol=1.6 gap_ha=0.3178 charge=0 total_energy_ev=-43205.78306
K -0.317 -2.215 -1.399
P 1.417 0.012 0.105
F 2.237 1.386 -0.236
F 2.432 -0.249 1.303
F 0.544 -1.520 0.821
O -2.010 1.392 0.797
O 1.451 -0.650 -1.246
O -1.419 -0.166 -0.643
O 0.140 0.901 0.620
C -1.156 0.696 0.239
Li -3.319 0.414 -0.360

# 30
11
Properties=species:S:1:pos:R:3 method="wB97M-V/def2-TZVPD" e_above_lowest_kcal_mol=16.1 smiles="O=[N+]([O-])C(F)(N(F)F)[N+](=O)[O-]" gap_ha=0.3973 charge=0 total_energy_ev=-21837.95282
F 1.995 -1.615 -0.129
F 1.538 -0.344 1.569
F -0.959 -1.301 0.354
O -1.498 0.549 -1.590
O 0.290 -0.548 -2.307
O -1.565 0.806 1.578
O 0.035 2.049 0.856
N -0.471 -0.033 -1.474
N -0.609 1.057 0.935
N 1.292 -0.398 0.222
C -0.048 -0.222 -0.014

# 31
14
Properties=species:S:1:pos:R:3 method="wB97M-V/def2-TZVPD" gap_ha="0.1491 / 0.1490" charge=-1 total_energy_ev=-87323.39650
Yb 0.622 -0.917 0.856
S 2.058 1.199 -0.257
S -1.316 -1.642 2.980
S -1.675 -2.636 0.953
Na -1.365 1.263 -0.117
F 0.586 2.316 -2.136
F 1.918 0.803 -2.910
F 2.710 2.729 -2.316
O 2.219 -0.315 -0.539
O 3.416 1.738 0.124
O 0.317 -1.484 2.776
O -1.163 -1.407 -0.011
N 0.855 1.529 0.567
C 1.814 1.787 -2.024

# 32
8
Properties=species:S:1:pos:R:3 method="wB97M-V/def2-TZVPD" e_above_lowest_kcal_mol=65.3 gap_ha="0.3441 / 0.3474" charge=0 total_energy_ev=-25605.14032
S 2.738 0.368 -0.052
F -2.519 0.267 -0.728
F -1.806 -0.765 1.032
F -0.635 -0.796 -0.772
O 3.072 -1.017 -0.015
O 1.347 0.751 0.155
N -0.802 1.178 0.381
C -1.395 0.014 -0.001

# 33
7
Properties=species:S:1:pos:R:3 method="wB97M-V/def2-TZVPD" e_above_lowest_kcal_mol=7.1 smiles="O=POC(F)(F)F" gap_ha=0.3932 charge=0 total_energy_ev=-22573.94359
P 1.848 0.828 -0.230
F -1.398 1.036 0.192
F -1.546 -0.888 0.917
F -1.372 -0.502 -1.211
O 2.895 -0.084 0.136
O 0.465 -0.216 0.211
C -0.892 -0.174 -0.015

# 34
13
Properties=species:S:1:pos:R:3 method="wB97M-V/def2-TZVPD" e_above_lowest_kcal_mol=22.1 gap_ha=0.3413 charge=-1 total_energy_ev=-53978.41923
S -0.515 -1.532 -0.098
S 1.696 -0.029 -0.039
S -1.086 1.311 0.260
F 0.024 2.613 0.356
F 1.151 0.934 -1.301
F -2.071 -0.833 0.351
O -2.025 1.604 1.339
O 2.203 -1.279 -0.542
O -0.586 -1.207 -1.447
O 2.738 0.784 0.585
O -1.568 1.275 -1.069
O -0.479 -2.867 0.414
C 0.278 -0.322 0.917

# 35
7
Properties=species:S:1:pos:R:3 method="wB97M-V/def2-TZVPD" e_above_lowest_kcal_mol=18.5 gap_ha="0.3531 / 0.3532" charge=0 total_energy_ev=-14880.37758
F -0.387 -0.742 -1.788
F -0.495 -0.102 1.824
F -1.573 -1.186 -0.012
F 2.133 1.048 0.344
N 0.086 0.307 0.167
N 0.803 1.249 -0.068
C -0.567 -0.574 -0.466

# 36
8
Properties=species:S:1:pos:R:3 method="wB97M-V/def2-TZVPD" e_above_lowest_kcal_mol=103.9 gap_ha=0.4096 charge=0 total_energy_ev=-16928.71408
F 1.336 -0.388 -0.589
F -0.371 -1.406 1.594
F 0.534 1.009 -1.946
F -0.692 -0.832 -1.835
O -0.284 0.786 2.423
N -0.322 0.249 1.346
N -0.330 0.565 0.114
C 0.130 0.016 -1.108

# 37
9
Properties=species:S:1:pos:R:3 method="wB97M-V/def2-TZVPD" e_above_lowest_kcal_mol=109.6 gap_ha=0.3810 charge=0 total_energy_ev=-15288.89555
F -2.221 0.643 -0.961
O -1.776 -1.181 0.218
O -1.063 0.756 1.107
N 2.069 -0.109 -0.153
N 0.027 0.139 -0.490
N -1.409 -0.099 0.015
N 1.565 0.066 1.052
N 1.169 -0.110 -1.082
C 0.278 0.299 0.793

# 38
7
Properties=species:S:1:pos:R:3 method="wB97M-V/def2-TZVPD" e_above_lowest_kcal_mol=49.3 gap_ha=0.3074 charge=0 total_energy_ev=-31006.11170
S -1.643 -0.555 -0.665
S 2.961 0.608 1.034
F -0.452 -1.642 -1.159
O -2.092 -1.073 0.583
O -0.727 0.870 -0.433
N 0.444 1.190 0.220
C 1.510 0.602 0.418

# 39
7
Properties=species:S:1:pos:R:3 method="wB97M-V/def2-TZVPD" e_above_lowest_kcal_mol=13.1 gap_ha=0.3230 charge=0 total_energy_ev=-31007.68229
S -2.625 0.033 0.726
S 0.553 0.077 -0.895
F 0.464 -1.595 -1.025
O -3.200 -0.780 -0.342
O -2.054 1.327 0.283
N 2.147 0.255 1.487
C 1.560 0.095 0.502

# 40
7
Properties=species:S:1:pos:R:3 method="wB97M-V/def2-TZVPD" e_above_lowest_kcal_mol=54.8 gap_ha="0.2223 / 0.2213" charge=0 total_energy_ev=-31005.87221
S 1.150 -0.091 -1.366
S -1.634 -0.013 -0.173
F -1.951 -1.649 -0.062
O -1.162 0.368 1.133
O -2.806 0.625 -0.784
N 2.715 -0.773 0.953
C 2.082 -0.628 -0.010